54
Properties=species:S:1:pos:R:3:mulliken_charge:R:1 method="wB97M-V/def2-TZVPD" smiles="O=C(NCCCN1CCOCC1)c1cc(C(=O)C2CCCCC2)c[nH]1" homo_lumo_gap_ev=9.42 charge=0 relative_energy_kcal_mol=51.96
O -1.113 3.188 -0.011 -0.7286
C -0.462 2.317 0.547 0.2889
N 0.775 2.514 1.054 -0.0469
C 1.492 3.756 0.899 -0.9902
C 2.706 3.613 -0.020 -0.6011
C 2.286 3.269 -1.449 -0.5309
N 3.418 2.848 -2.256 0.0465
C 4.272 3.957 -2.648 -0.4355
C 5.482 3.416 -3.411 -0.7593
O 5.092 2.690 -4.551 -0.3784
C 4.246 1.626 -4.186 -0.6474
C 3.005 2.126 -3.448 -0.5301
C -1.008 0.965 0.727 0.4426
C -0.534 -0.203 1.276 -1.0231
C -1.555 -1.177 1.147 0.4087
C -1.431 -2.557 1.621 0.0869
O -0.395 -2.975 2.094 -0.6583
C -2.683 -3.414 1.525 0.4515
C -3.623 -3.028 2.677 -0.8239
C -4.892 -3.873 2.634 -0.6638
C -4.550 -5.357 2.716 -0.6390
C -3.609 -5.748 1.580 -0.6931
C -2.342 -4.901 1.616 -0.9582
C -2.620 -0.551 0.513 -0.6869
N -2.275 0.721 0.270 0.0405
H 1.273 1.732 1.446 0.2006
H 0.781 4.472 0.479 0.4282
H 1.814 4.110 1.885 0.3419
H 3.261 4.551 0.000 0.3593
H 3.361 2.822 0.350 0.3358
H 1.755 4.126 -1.898 0.1927
H 1.585 2.430 -1.411 0.3209
H 4.619 4.480 -1.757 0.3704
H 3.728 4.673 -3.291 0.3118
H 6.110 4.234 -3.767 0.3671
H 6.067 2.769 -2.739 0.3601
H 3.968 1.122 -5.113 0.3524
H 4.790 0.924 -3.535 0.3542
H 2.391 1.273 -3.152 0.3740
H 2.416 2.769 -4.127 0.3210
H 0.418 -0.390 1.729 0.4569
H -3.184 -3.213 0.573 0.3969
H -3.106 -3.196 3.624 0.3379
H -3.874 -1.966 2.616 0.4058
H -5.546 -3.594 3.463 0.3373
H -5.430 -3.676 1.703 0.3417
H -5.463 -5.954 2.667 0.3189
H -4.065 -5.563 3.673 0.3327
H -3.348 -6.805 1.660 0.3604
H -4.117 -5.602 0.623 0.3310
H -1.800 -5.081 2.546 0.2820
H -1.682 -5.174 0.791 0.4095
H -3.578 -0.935 0.223 0.4978
H -2.823 1.441 -0.178 0.2296

---

60
Properties=species:S:1:pos:R:3:mulliken_charge:R:1 method="wB97M-V/def2-TZVPD" homo_lumo_gap_ev=9.05 charge=0 relative_energy_kcal_mol=0.32
Pt 1.469 0.186 -1.506 1.3462
N 0.576 -1.346 -2.500 -0.2299
C 1.453 -2.510 -2.756 -0.7360
C 2.051 -3.033 -1.458 0.1954
C 3.139 -2.163 -0.832 0.6022
O 4.221 -2.638 -0.561 -0.6909
O 2.819 -0.926 -0.532 -0.7934
H -0.193 -1.625 -1.885 0.3825
H 0.183 -0.978 -3.363 0.4099
H 2.232 -2.197 -3.453 0.3537
H 0.870 -3.301 -3.235 0.4476
H 2.489 -4.013 -1.635 0.3137
H 1.250 -3.147 -0.722 -0.3788
C -3.972 3.326 -0.604 -1.5878
C -2.594 3.015 -0.099 0.9344
C -2.193 1.691 0.075 -0.9926
C -0.903 1.381 0.453 0.3054
C -0.003 2.420 0.670 0.0739
C -0.387 3.748 0.547 -0.7669
C -1.685 4.035 0.161 -0.8672
S 1.653 2.052 1.081 1.2550
O 1.741 0.808 1.777 -0.4907
O 2.299 3.224 1.591 -0.7264
N 2.383 1.745 -0.477 -0.7161
C 2.585 3.002 -1.276 -0.3551
C 2.099 2.868 -2.713 -0.9715
C 0.592 2.599 -2.814 0.6616
O -0.161 3.474 -3.194 -0.6797
O 0.185 1.403 -2.474 -0.8655
H -4.718 2.676 -0.147 0.3738
H -4.008 3.168 -1.684 0.3132
H -4.245 4.362 -0.409 0.3865
H -2.894 0.889 -0.123 0.4643
H -0.587 0.350 0.540 0.3065
H 0.321 4.538 0.756 0.5392
H -1.989 5.067 0.040 0.3755
H 3.280 1.310 -0.233 0.6009
H 3.643 3.255 -1.241 0.4130
H 2.050 3.813 -0.785 0.3382
H 2.648 2.072 -3.220 0.3237
H 2.295 3.810 -3.223 0.3887
O -1.109 -2.066 -0.189 -0.6381
C -1.238 -2.927 0.669 0.1190
C -2.544 -3.221 1.349 -0.8614
C -2.535 -2.290 2.588 -0.2408
C -1.278 -2.330 3.479 -1.2830
C -0.005 -1.694 2.888 0.1510
C 0.776 -2.582 1.898 -0.3014
N -0.149 -3.533 1.244 -0.2177
H -2.598 -4.265 1.664 0.3625
H -3.389 -2.994 0.703 0.3189
H -3.406 -2.533 3.199 0.4098
H -2.670 -1.263 2.236 0.1324
H -1.082 -3.357 3.813 0.3432
H -1.528 -1.775 4.385 0.4396
H 0.664 -1.406 3.699 0.6421
H -0.284 -0.764 2.393 -0.2087
H 1.531 -3.178 2.408 0.5121
H 1.279 -1.976 1.146 -0.4000
H -0.429 -4.256 1.891 0.4638

---

57
Properties=species:S:1:pos:R:3:mulliken_charge:R:1 method="wB97M-V/def2-TZVPD" multiplicity=5 homo_lumo_gap_ev="4.15 / 3.18" charge=+1 relative_energy_kcal_mol=25.54 s2=6.04
C -0.855 3.970 -1.428 -0.7766
C -1.006 2.645 -0.960 0.7912
N -0.029 2.166 -0.097 0.2313
C 0.878 2.963 0.496 0.5309
C 0.932 4.315 0.137 -0.6539
C 0.108 4.777 -0.884 -0.7102
C -2.086 1.785 -1.359 -1.2931
P -2.201 0.222 -0.535 0.8261
Pt -0.030 0.060 0.274 0.2579
P 2.113 0.555 1.153 0.5071
C 1.876 2.376 1.483 -0.9909
C -0.002 -2.041 0.397 0.7640
C -1.067 -2.699 1.002 -0.0670
C -1.025 -4.090 1.196 -0.6404
C 0.070 -4.841 0.770 -0.4658
C 1.124 -4.180 0.134 -0.6945
C 1.101 -2.787 -0.032 -0.2194
O -0.192 1.169 -6.159 -0.6366
O 0.489 -3.711 -4.788 -0.6062
H -1.556 4.335 -2.190 0.4488
H 1.732 4.933 0.550 0.4394
H 0.250 5.782 -1.283 0.3797
C -3.595 0.284 0.689 -1.2324
C -2.719 -1.044 -1.719 -1.1933
H 2.851 2.897 1.375 0.5016
H 1.529 2.485 2.530 0.4411
H -1.075 1.536 -6.268 0.3168
H -3.039 2.290 -1.418 0.3414
C 2.537 -0.271 2.684 -1.1887
C 3.571 0.465 0.092 -1.3178
H -1.929 -2.128 1.340 0.3344
H -1.864 -4.604 1.663 0.4236
H 0.097 -5.928 0.887 0.4202
H 1.971 -4.748 -0.257 0.4505
H 1.947 -2.277 -0.494 0.2750
H 0.912 -0.470 -1.029 -0.1282
H 0.627 -4.117 -3.906 0.3113
H 0.585 -2.793 -4.565 0.2972
H 0.495 1.863 -6.083 0.3214
H 1.105 0.351 -1.031 0.3022
H -4.572 0.534 0.222 0.4548
H -3.673 -0.706 1.178 0.3239
H -3.409 1.036 1.479 0.3512
H -3.553 -0.660 -2.327 0.4598
H -1.875 -1.255 -2.386 0.3468
H -2.977 -1.968 -1.178 0.3429
H 4.442 0.921 0.584 0.4849
H 3.768 -0.595 -0.108 0.3811
H 3.378 0.964 -0.863 0.4075
H 3.572 -0.045 2.954 0.4601
H 1.858 -0.011 3.498 0.3282
H 2.457 -1.344 2.506 0.3251
N -0.945 0.357 2.132 -0.5311
C -1.083 0.274 3.296 0.5101
N -1.328 0.034 4.518 -0.6775
C -0.607 0.360 5.552 0.4498
N -0.083 0.607 6.574 -0.5159

---

72
Properties=species:S:1:pos:R:3:mulliken_charge:R:1 method="wB97M-V/def2-TZVPD" homo_lumo_gap_ev="5.44 / 5.13" charge=-1
Mo 0.173 -0.476 0.326 0.9391
N 0.053 1.805 1.468 -0.1786
C 1.431 2.186 1.883 -0.5100
C 2.364 1.001 1.774 0.5219
O 3.592 1.080 1.759 -0.8874
O 1.727 0.109 0.853 -0.1171
H -0.397 2.598 1.032 -0.0128
H -0.507 1.542 2.279 0.2503
H 1.489 2.571 2.900 0.3468
H 1.811 2.945 1.202 0.1326
O 1.848 -5.691 -2.652 -0.5583
C 1.487 -4.566 -2.015 0.7831
C 0.440 -3.762 -2.426 -0.9300
C 0.176 -2.617 -1.724 -0.9310
N 0.857 -2.207 -0.629 1.1560
C 1.845 -3.038 -0.222 -0.2645
Br 2.848 -2.662 1.323 -0.0819
C 2.199 -4.191 -0.892 -0.6754
H 1.254 -5.845 -3.394 0.2992
H -0.179 -4.013 -3.279 0.3251
H -0.617 -1.976 -2.064 0.5757
H 3.008 -4.801 -0.520 0.5069
O -1.467 -0.091 2.825 -0.6560
S -1.297 -1.522 3.065 1.1485
O -1.025 -1.883 4.427 -0.6289
O -0.374 -2.106 2.049 -0.3645
C -2.996 -2.042 2.742 -0.1050
C -3.830 -2.087 3.848 -0.8323
C -5.208 -2.097 3.683 -0.5254
C -5.770 -2.039 2.417 -0.6458
C -4.953 -2.014 1.297 -0.3844
C -3.577 -2.025 1.463 -0.2935
S -2.596 -2.133 0.008 1.6949
O -1.646 -0.894 0.080 -0.0536
O -3.430 -1.961 -1.149 -0.7455
O -1.861 -3.357 0.078 -0.7075
H -3.375 -2.091 4.829 0.5312
H -5.849 -2.124 4.555 0.3826
H -6.846 -2.016 2.298 0.3750
H -5.355 -1.989 0.292 0.5160
C -0.464 4.230 -1.482 -1.1638
Si -1.251 2.552 -1.790 0.7516
C -1.990 2.625 -3.514 -1.2440
C -2.652 2.323 -0.552 -0.9191
As 0.145 0.677 -1.899 0.1404
Si 2.288 1.540 -2.256 0.5942
C 3.045 2.945 -1.284 -0.9554
C 2.258 2.086 -4.054 -1.1679
C 3.426 0.059 -2.112 -0.9204
H -1.224 5.015 -1.550 0.4025
H 0.306 4.431 -2.236 0.2543
H 0.014 4.308 -0.499 0.3178
H -2.672 3.467 -3.670 0.3522
H -2.531 1.693 -3.703 0.2821
H -1.183 2.684 -4.253 0.2776
H -3.585 2.097 -1.076 0.3720
H -2.810 3.221 0.054 0.4308
H -2.456 1.493 0.128 -0.1055
H 2.315 3.717 -1.019 0.2402
H 3.820 3.414 -1.898 0.4445
H 3.515 2.577 -0.368 0.1886
H 1.604 2.960 -4.177 0.2584
H 1.848 1.283 -4.674 0.2925
H 3.255 2.349 -4.424 0.3839
H 3.580 -0.203 -1.061 0.0095
H 4.409 0.265 -2.548 0.4761
H 2.993 -0.806 -2.624 0.2015
Se 1.232 1.376 5.294 -0.3889
Sb 4.560 0.122 3.915 0.7278
Se 5.657 -1.919 4.633 -0.5419
Se 5.277 2.097 5.053 -0.5129
Se 1.826 -0.199 3.857 0.1259

---

Number 1: strongest force on any atom 0.01234 hartree/bohr. Number 2: strongest force on any atom 0.00483 hartree/bohr. Number 3: strongest force on any atom 0.07564 hartree/bohr. Number 4: strongest force on any atom 0.05445 hartree/bohr.